## 1
The following is a quantum chemistry calculation of a 2-piece molecular cluster, C2H10N4 overall, from the OMol25 dataset.

Values from the calculation:
LUMO (eV): 0.666
Structure (SMILES): [H]/N=C\N(N)N.C

```
! wB97M-V def2-TZVPD RIJCOSX def2/J DEFGRID3
* xyz 0 1
C 2.501 0.177 0.986
C -0.181 -0.783 -1.044
N 0.191 -0.404 -2.224
H -0.138 0.570 -2.299
H 0.073 -1.796 -0.686
H 1.811 0.003 1.815
H 3.466 0.506 1.377
H 2.633 -0.749 0.423
N -0.892 -0.031 -0.120
N -1.575 1.059 -0.628
N -1.542 -0.724 0.873
H 2.093 0.949 0.329
H -2.380 0.746 -1.168
H -1.919 1.645 0.129
H -2.454 -1.044 0.553
H -1.688 -0.124 1.683
*
```



## 2
The following is a quantum chemistry calculation of a 3-piece molecular cluster, C2H10N4 overall, from the OMol25 dataset.

Values from the calculation:
LUMO (eV): 0.410
Structure (SMILES): N=C=N.CN.N

```
! wB97M-V def2-TZVPD RIJCOSX def2/J DEFGRID3
* xyz 0 1
C -2.175 0.646 0.717
N -0.827 0.536 0.176
N -0.201 -0.740 -2.080
H -0.612 1.340 -0.405
H 0.184 -0.792 -3.020
H -0.848 -1.511 -1.950
H -2.360 1.580 1.267
H -2.352 -0.189 1.394
H -2.886 0.588 -0.105
N 1.999 -0.549 -0.306
C 1.956 -0.261 0.907
N 2.122 0.316 1.963
H 2.472 -1.352 -0.688
H 0.635 -0.651 -1.185
H 3.008 0.514 2.397
H -0.115 0.527 0.918
*
```



## 3
The following is a quantum chemistry calculation of C2H10N4 as an isolated structure, from the OMol25 dataset.

Values from the calculation:
LUMO (eV): 0.841

```
! wB97M-V def2-TZVPD RIJCOSX def2/J DEFGRID3
* xyz 0 1
C -0.103 -0.494 1.878
C 1.378 0.201 -0.473
N -1.257 0.076 -0.612
N 0.730 -1.494 1.671
N -0.151 0.523 0.176
N -1.358 0.596 -1.922
H -1.144 -0.932 -0.692
H 0.268 -2.310 1.266
H -0.298 1.517 0.363
H -1.734 1.537 -1.878
H -0.473 0.606 -2.427
H -1.181 -0.638 2.015
H 0.303 0.312 2.487
H 2.137 0.411 0.270
H 1.461 0.914 -1.297
H 1.422 -0.825 -0.825
*
```



## 4
The following is a quantum chemistry calculation of a 2-piece molecular cluster, C2H10N4 overall, from the OMol25 dataset.

Values from the calculation:
LUMO (eV): 0.879
Structure (SMILES): [H]/N=C/N.NCN

```
! wB97M-V def2-TZVPD RIJCOSX def2/J DEFGRID3
* xyz 0 1
N 2.086 -2.897 -1.854
C 2.143 -1.502 -2.270
N 2.947 -1.386 -3.510
H 1.842 -3.016 -0.879
H 1.358 -3.381 -2.357
H 1.152 -1.063 -2.431
H 2.600 -0.886 -1.498
H 2.292 -1.309 -4.284
H 3.250 -2.349 -3.692
N -3.209 1.973 2.511
C -2.595 2.833 3.385
N -2.631 2.658 4.637
H -2.953 1.844 1.551
H -3.947 1.340 2.773
H -2.215 3.713 2.849
H -2.120 3.427 5.069
*
```



Q: Which of them is the least stable? A: 3.



## 1
The following is a quantum chemistry calculation of a single C10H18N2O5S molecule, from the OMol25 dataset.

Values from the calculation:
LUMO (eV): 0.086
Structure (SMILES): CSCC[C@H](N)C(=O)N[C@@H](CCC(=O)O)C(=O)O

```
! wB97M-V def2-TZVPD RIJCOSX def2/J DEFGRID3
* xyz 0 1
C -1.003 -0.481 -0.078
C -0.345 -1.256 1.071
C -2.500 -0.203 0.127
C -3.105 1.038 -0.578
C -5.622 -0.099 -0.058
C 1.969 -0.513 0.096
C 2.769 -1.532 -0.847
C 2.946 0.099 1.053
C 4.063 1.026 0.656
C 3.508 2.386 0.036
H -1.326 -0.481 -1.972
H -0.678 -2.262 -1.353
H -0.620 0.523 -0.091
H -2.513 0.002 1.318
H -3.073 -1.165 0.025
H -2.363 2.010 -0.263
H -3.130 0.853 -1.675
H -4.995 -0.526 0.867
H -5.347 -0.705 -0.920
H -6.673 0.026 -0.114
H 1.447 -1.799 1.638
H 1.486 0.204 -0.533
H 3.392 -0.793 1.532
H 2.323 0.686 1.700
H 4.768 1.320 1.445
H 4.745 0.621 -0.019
H 1.788 3.389 -0.277
H 1.089 -1.689 -1.697
N -0.633 -1.066 -1.356
N 1.010 -1.166 1.034
O -0.905 -1.952 2.040
O 3.989 -1.766 -0.588
O 4.173 3.360 -0.302
O 2.073 2.384 -0.079
O 2.016 -2.090 -1.762
S -4.724 1.620 -0.077
*
```



## 2
The following is a quantum chemistry calculation of a single C10H18N2O5S molecule, from the OMol25 dataset.

Values from the calculation:
LUMO (eV): 0.180
Structure (SMILES): CSCC[C@H](N)C(=O)N[C@@H](CCC(=O)O)C(=O)O

```
! wB97M-V def2-TZVPD RIJCOSX def2/J DEFGRID3
* xyz 0 1
C -0.010 -2.319 -0.136
C 1.111 -1.335 0.199
C -1.265 -1.506 -0.458
C -1.745 -0.576 0.664
C -4.362 -0.460 -0.572
C 2.427 0.578 -0.664
C 3.864 0.368 -0.105
C 1.779 1.682 0.230
C 0.528 2.269 -0.396
C -0.428 2.766 0.639
H -0.374 -2.808 1.779
H 0.649 -3.813 1.045
H 0.251 -2.888 -1.057
H -1.095 -0.938 -1.436
H -2.160 -2.216 -0.685
H -0.863 0.040 1.090
H -2.224 -1.203 1.450
H -4.651 -1.270 0.101
H -4.106 -0.749 -1.582
H -5.236 0.219 -0.734
H 1.320 -0.836 -1.827
H 2.604 1.019 -1.645
H 2.529 2.450 0.437
H 1.582 1.257 1.230
H -0.035 1.562 -1.030
H 0.741 3.098 -1.104
H -1.058 3.916 -0.738
H 3.196 -0.434 1.510
N -0.271 -3.347 0.909
N 1.628 -0.671 -0.867
O 1.513 -1.075 1.339
O 4.792 0.712 -0.776
O -0.417 2.379 1.770
O -1.220 3.790 0.227
O 4.055 -0.257 1.070
S -3.050 0.597 0.122
*
```



Q: Which of them is the least stable? A: 1.